Formula: C35H60O3P
Source: OMol25
Level of theory: ωB97M-V/def2-TZVPD

Structure (XYZ):
```
99
Properties=species:S:1:pos:R:3:mulliken_charge:R:1
C 1.77140 -3.02286 7.18428 -1.540
C 1.83371 -2.39577 5.76628 0.618
C 1.20553 -3.36876 4.72686 -1.101
C 0.41524 -2.66953 3.59394 -0.215
C 1.27632 -1.78007 2.65144 -0.728
C 0.65994 -0.34653 2.45629 -0.782
C 0.66064 0.34589 3.81628 0.914
C 1.88984 0.80217 4.28267 -0.232
C 2.01479 1.41182 5.52109 -0.928
C 0.86082 1.54630 6.29012 -0.625
C -0.36708 1.13526 5.83523 -0.173
C -0.50465 0.51759 4.56285 0.554
C -1.88320 0.10069 4.12383 0.606
O -2.14263 -0.67626 3.22789 -0.625
C -3.06549 0.69261 4.89703 0.035
O -4.27530 0.62404 4.27261 -0.400
C -5.23236 -0.18822 4.99134 -0.752
C -5.86020 -1.20461 4.00326 -0.190
C -6.69052 -2.21655 4.85372 -1.116
C -2.93001 1.25761 6.09514 -0.371
C -1.58293 1.31931 6.73651 0.076
O -1.41732 1.48612 7.92970 -0.593
H 2.14988 -4.05781 7.16872 0.379
H 2.42931 -2.48583 7.88824 0.394
H 0.75415 -2.99820 7.60278 0.354
H 1.35512 -1.41053 5.79339 -0.361
H 2.90778 -2.32547 5.52546 0.325
H 0.46766 -3.97138 5.28697 0.469
H 1.96062 -4.05162 4.30882 0.264
H -0.43115 -2.14741 4.05225 -0.059
H -0.02878 -3.46670 2.96972 0.430
H 2.24732 -1.62949 3.15463 0.392
H 1.47512 -2.26645 1.68628 0.506
H 1.32885 0.22312 1.78151 0.213
H -0.31786 -0.37677 1.96655 0.263
H 2.78321 0.68386 3.66456 0.401
H 3.00088 1.72798 5.85466 0.408
H 0.93272 1.99370 7.28327 0.494
H -6.04685 0.44244 5.38001 0.275
H -4.74128 -0.77527 5.77729 0.466
H -5.03356 -1.73722 3.51199 0.165
H -6.47465 -0.69285 3.25147 0.303
H -7.63539 -1.72967 5.13291 0.293
H -6.14701 -2.39828 5.79368 0.324
H -6.83984 -3.16190 4.32288 0.354
H -3.77906 1.67236 6.64126 0.487
C 2.78077 4.51068 -4.43470 -1.393
C 3.04183 3.20113 -5.17288 0.171
C 1.85266 2.76371 -6.02906 -1.084
C 0.67018 2.15198 -5.26258 -1.145
P 0.81427 0.46268 -4.66696 1.119
C 1.38514 -0.51313 -6.08582 -1.486
C 0.63416 -0.46684 -7.42415 -0.860
C -0.73188 -1.15596 -7.51231 -0.354
C -0.76914 -2.58562 -6.97846 -1.265
C -0.81390 -0.16948 -4.26089 -0.561
C -1.65385 0.37361 -3.09685 -1.504
C -1.13044 0.10487 -1.68880 0.684
C -0.70278 -1.33166 -1.41528 -0.915
C 2.10537 0.10553 -3.46612 -1.215
C 2.23264 0.63023 -2.02385 -0.484
C 1.88562 2.10121 -1.74382 0.432
C 3.11467 2.94449 -1.41285 -1.753
H 1.89799 4.44730 -3.79396 0.244
H 3.63113 4.76616 -3.80299 0.392
H 2.62939 5.32885 -5.13884 0.422
H 3.32463 2.41694 -4.46720 -0.222
H 3.90464 3.34744 -5.82628 0.456
H 2.20564 2.04972 -6.77755 0.302
H 1.48876 3.62853 -6.58723 0.555
H -0.17470 2.12582 -5.96161 0.660
H 0.33809 2.81942 -4.46431 0.753
H 1.51630 -1.54669 -5.75541 0.773
H 2.40274 -0.15881 -6.28175 0.540
H 1.28358 -0.93054 -8.17072 0.501
H 0.51178 0.57376 -7.73852 0.228
H -1.03306 -1.17579 -8.56175 0.461
H -1.49797 -0.55454 -7.01946 0.213
H -0.23534 -3.26272 -7.64676 0.370
H -1.80040 -2.93109 -6.90364 0.352
H -0.32923 -2.67932 -5.98418 0.262
H -0.76670 -1.25912 -4.20982 0.513
H -1.42016 0.05468 -5.14123 0.151
H -2.64853 -0.07213 -3.17869 0.476
H -1.79118 1.45143 -3.22264 0.380
H -1.89328 0.39406 -0.96322 0.635
H -0.29838 0.78421 -1.50459 -0.628
H -1.57036 -1.99259 -1.38377 0.456
H -0.19192 -1.39340 -0.45344 -0.073
H -0.01407 -1.72338 -2.16846 0.244
H 3.05191 0.31676 -3.97333 0.789
H 2.09606 -0.98853 -3.38237 0.642
H 3.25554 0.43104 -1.69580 0.749
H 1.63154 -0.00334 -1.37115 -0.363
H 1.22426 2.15529 -0.87612 0.425
H 1.32770 2.54220 -2.57120 -0.185
H 3.53633 2.64415 -0.45272 0.441
H 2.84529 3.99849 -1.34056 0.412
H 3.89290 2.83745 -2.17100 0.318
```

Its molar mass is 559.8 Da. For the highest occupied orbital energy, the calculation gives -11.08 eV. The value obtained for the strongest force on any atom is 1.71 eV/Å. Its orbital gap is 8.65 eV. As for the LUMO energy: -2.4 eV. As for the net charge: +1.